w.
# C2H10NO3

A molecular structure, C2H10NO3 (ωB97M-V with the def2-TZVPD basis set, the OMol25 dataset).

Calculated values
LUMO level	4.07	eV
total charge	-1
E_HOMO	-4.059	eV

Atoms and positions in Å:
C (0.347, -1.096, 2.065)
N (0.677, -1.190, 0.679)
C (-0.439, -0.633, -0.089)
O (-0.242, 0.385, -0.942)
H (1.291, -1.274, 2.778)
H (-0.542, -1.675, 2.319)
H (0.017, -0.106, 2.459)
H (1.448, -0.561, 0.455)
H (-1.248, -0.446, 0.561)
H (-0.793, -1.518, -0.803)
H (-2.562, 1.611, -2.860)
H (-1.194, 1.136, -2.457)
O (-1.632, 1.578, -3.203)
H (0.751, 0.920, -0.481)
H (2.441, 1.281, -0.472)
O (1.681, 1.589, -0.010)

Results of the Löwdin charge analysis, in e, for atoms 1 through 8: -0.216 -0.114 -0.460 -0.212 0.103 0.055 0.067 0.072

=====

x.
# C2H10NO3

3 unconnected molecules or ions with the total composition C2H10NO3 (ωB97M-V with the def2-TZVPD basis set, the OMol25 dataset).

Calculated values
LUMO level	4.21	eV
total charge	-1
E_HOMO	-3.829	eV

Atoms and positions in Å:
C (-1.882, 0.424, 0.618)
N (-0.913, 1.292, -0.064)
C (0.201, 0.606, -0.675)
O (0.748, -0.447, 0.067)
H (-1.405, -0.315, 1.254)
H (-2.537, 1.088, 1.190)
H (-2.507, -0.009, -0.173)
H (-0.515, 1.911, 0.629)
H (-0.047, 0.184, -1.662)
H (1.006, 1.337, -0.822)
H (-0.302, -1.739, -2.481)
H (0.959, -1.725, -1.632)
O (0.479, -2.247, -2.295)
H (1.185, 0.084, 1.300)
H (1.447, -0.003, 2.877)
O (1.294, 0.693, 2.222)

Results of the Löwdin charge analysis, in e, for atoms 1 through 8: -0.151 -0.125 -0.446 -0.327 0.060 0.060 0.063 0.071

=====

y.
# C2H10NO3

3 unconnected molecules or ions with the total composition C2H10NO3 (ωB97M-V with the def2-TZVPD basis set, the OMol25 dataset).

Calculated values
LUMO level	4.24	eV
total charge	-1
E_HOMO	-3.582	eV

Atoms and positions in Å:
C (-0.887, -1.027, -0.580)
O (0.319, -0.580, -1.256)
C (-1.099, -0.988, 0.907)
N (-0.788, 0.320, 1.506)
H (-1.697, -0.583, -1.219)
H (-0.872, -2.097, -0.905)
H (-2.212, -1.496, 1.416)
H (-0.445, -1.744, 1.454)
H (0.142, 0.410, 1.868)
H (-0.787, 0.897, 0.650)
H (-0.036, 1.058, -1.069)
H (-0.878, 2.053, -1.979)
O (-0.603, 1.932, -1.069)
H (2.482, 0.866, 0.881)
H (1.907, -0.400, 0.232)
O (2.726, -0.019, 0.605)

Results of the Löwdin charge analysis, in e, for atoms 1 through 8: -0.442 -0.394 -0.330 -0.029 0.089 0.079 0.141 0.087

=====

x takes first place; second place is 16.5 kcal/mol up.

=====

w.
# C8H12O

C8H12O in the gas phase (ωB97M-V with the def2-TZVPD basis set, the OMol25 dataset).

Calculated values
LUMO level	0.88	eV
E_HOMO	-10.182	eV
SMILES	C#C[C@@]1(C(C)(C)C)CO1

Atoms and positions in Å:
C (-3.086, -1.473, 0.333)
C (-2.260, -0.616, 0.121)
C (-1.270, 0.501, -0.039)
C (0.235, -0.076, 0.111)
C (0.850, -0.772, -1.069)
C (0.299, -0.904, 1.383)
C (1.111, 1.135, 0.379)
C (-1.621, 1.661, -0.831)
O (-1.485, 1.776, 0.571)
H (-3.447, -2.300, 0.886)
H (1.620, -1.406, -0.780)
H (1.142, -0.137, -1.908)
H (0.018, -1.451, -1.389)
H (1.266, -1.233, 1.693)
H (-0.057, -0.407, 2.219)
H (-0.230, -1.821, 1.155)
H (2.072, 0.818, 0.669)
H (0.626, 1.629, 1.301)
H (1.016, 1.717, -0.421)
H (-1.055, 2.312, -1.452)
H (-2.751, 1.607, -1.086)

Results of the Löwdin charge analysis, in e, for atoms 1 through 8: 0.128 -0.030 -0.371 -0.519 -0.034 -0.050 -0.049 -0.084

=====

x.
# C8H12O

A molecular structure, C8H12O (ωB97M-V with the def2-TZVPD basis set, the OMol25 dataset).

Calculated values
LUMO level	0.69	eV
E_HOMO	-8.414	eV

Atoms and positions in Å:
C (0.873, -1.145, -0.143)
C (0.273, -1.360, 1.255)
C (0.095, 0.080, 1.800)
C (-1.212, 0.615, 1.958)
C (-1.216, -0.165, -1.334)
C (0.472, 0.679, -2.040)
C (0.122, 1.031, 0.500)
C (0.136, 0.079, -0.672)
H (0.644, -1.968, -0.825)
H (1.942, -0.970, -0.079)
H (0.946, -1.961, 1.870)
H (-0.729, -1.838, 1.200)
H (0.846, 0.487, 2.460)
H (-1.139, 1.485, 2.609)
H (-1.587, -1.162, -1.625)
H (-2.033, 0.336, -0.761)
H (1.142, 0.081, -2.660)
H (0.785, 1.734, -2.004)
H (1.105, 1.555, 0.553)
H (-0.602, 1.809, 0.449)
O (-0.862, 0.602, -2.512)

Results of the Löwdin charge analysis, in e, for atoms 1 through 8: -0.126 -0.128 -0.377 0.111 -0.113 -0.139 -0.116 -0.410

=====

w takes first place; second place is 13.8 kcal/mol up.

=====

w.
# C8H12O

2 unconnected molecules or ions with the total composition C8H12O (ωB97M-V with the def2-TZVPD basis set, the OMol25 dataset).

Calculated values
LUMO level	0.70	eV
E_HOMO	-9.155	eV
SMILES	CCc1ccccc1.O

Atoms and positions in Å:
C (1.763, -0.214, -1.163)
C (0.992, -0.226, 0.173)
C (-0.452, -0.002, -0.067)
C (-1.159, -0.960, -0.771)
C (-2.525, -0.919, -1.030)
C (-3.181, 0.168, -0.464)
C (-2.606, 0.948, 0.570)
C (-1.242, 0.878, 0.712)
H (2.374, 0.684, -1.311)
H (2.360, -1.077, -1.404)
H (1.053, -0.185, -2.016)
H (1.214, -1.131, 0.688)
H (1.574, 0.596, 0.740)
H (-0.660, -1.855, -1.148)
H (-3.001, -1.433, -1.826)
H (-4.297, 0.137, -0.387)
H (-3.148, 1.787, 1.053)
H (-0.817, 1.469, 1.521)
O (4.192, 0.489, 2.314)
H (4.278, 0.028, 1.473)
H (3.288, 0.818, 2.343)

Results of the Löwdin charge analysis, in e, for atoms 1 through 8: -0.109 -0.209 -0.244 -0.068 -0.078 -0.102 -0.095 -0.054

=====

x.
# C8H12O

A molecular structure, C8H12O (ωB97M-V with the def2-TZVPD basis set, the OMol25 dataset).

Calculated values
LUMO level	0.49	eV
E_HOMO	-7.100	eV

Atoms and positions in Å:
C (-0.541, -2.156, 0.645)
C (0.484, -1.067, 0.537)
C (1.732, -1.235, 1.257)
C (2.763, -1.402, 1.865)
C (-2.118, 1.657, -2.190)
C (-1.166, 0.772, -1.395)
C (-0.787, 1.384, -0.080)
C (0.479, 1.692, 0.287)
H (-0.769, -2.540, -0.363)
H (-1.477, -1.740, 1.056)
H (-0.196, -2.977, 1.285)
H (3.682, -1.529, 2.396)
H (-1.648, 2.622, -2.431)
H (-3.034, 1.866, -1.617)
H (-2.416, 1.184, -3.132)
H (-1.657, -0.186, -1.219)
H (-0.262, 0.573, -1.974)
H (-1.585, 1.597, 0.595)
H (1.324, 1.534, -0.365)
H (0.670, 2.128, 1.242)
O (0.286, -0.051, -0.129)

Results of the Löwdin charge analysis, in e, for atoms 1 through 8: -0.014 -0.417 -0.047 0.131 -0.108 -0.260 -0.185 0.009

=====

w takes first place; second place is 143.3 kcal/mol up.

=====

w.
# CH3N2O

A gas-phase ion, CH3N2O (charge +1) (ωB97M-V with the def2-TZVPD basis set, the OMol25 dataset).

Calculated values
LUMO level	-6.48	eV
total charge	+1
E_HOMO	-17.660	eV
SMILES	N#[N+]CO

Atoms and positions in Å:
N (-2.129, -0.022, -0.096)
N (-1.062, 0.218, -0.026)
C (0.335, 0.349, 0.125)
O (0.919, -0.925, 0.107)
H (0.482, 0.796, 1.359)
H (0.779, 1.014, -0.782)
H (0.676, -1.431, -0.687)

Want to see where the charge sits? The Löwdin charges in e are: 0.454 0.110 -0.192 0.011 0.272 0.214 0.130

=====

x.
# CH3N2O

2 unconnected molecules or ions with the total composition CH3N2O (ωB97M-V with the def2-TZVPD basis set, the OMol25 dataset).

Calculated values
LUMO level	-6.25	eV
total charge	+1
E_HOMO	-19.908	eV

Atoms and positions in Å:
C (-0.461, -0.542, 0.295)
N (0.800, 1.440, -1.890)
N (0.452, 0.845, -1.074)
O (0.383, -0.751, 1.177)
H (-0.493, -1.397, -0.469)
H (-1.019, 0.395, 0.233)
H (0.337, 0.010, 1.727)

Want to see where the charge sits? The Löwdin charges in e are: 0.053 0.207 0.068 0.220 0.180 0.122 0.150

=====

y.
# CH3N2O

A gas-phase ion, CH3N2O (charge +1) (ωB97M-V with the def2-TZVPD basis set, the OMol25 dataset).

Calculated values
LUMO level	-6.67	eV
total charge	+1
E_HOMO	-17.521	eV
SMILES	N#[N+]CO

Atoms and positions in Å:
N (1.254, -1.874, -0.242)
N (0.696, -0.938, -0.150)
C (-0.066, 0.125, 0.162)
O (-0.453, 1.003, -0.830)
H (0.780, 0.678, 0.790)
H (-0.833, -0.191, 0.777)
H (-1.378, 1.198, -0.506)

Want to see where the charge sits? The Löwdin charges in e are: 0.478 0.135 -0.220 0.063 0.231 0.152 0.161

=====

x takes first place; second place is 28.0 kcal/mol up.

=====

w.
# C3H5N3O

C3H5N3O in the gas phase (ωB97M-V with the def2-TZVPD basis set, the OMol25 dataset).

Calculated values
LUMO level	0.85	eV
E_HOMO	-7.338	eV
SMILES	N/N=c1\[nH]cco1

Atoms and positions in Å:
N (1.280, 2.070, 0.095)
N (0.127, 1.566, -0.178)
C (-0.146, 0.335, 0.012)
N (0.734, -0.628, 0.477)
C (0.110, -1.850, -0.029)
C (-1.137, -1.605, -0.309)
O (-1.351, -0.185, -0.207)
H (1.657, 2.679, -0.606)
H (1.174, 2.430, 1.038)
H (1.797, -0.654, 0.862)
H (0.279, -2.958, -0.021)
H (-2.054, -2.348, -0.408)

Results of the Löwdin charge analysis, in e, for atoms 1 through 8: -0.056 -0.065 -0.470 0.097 -0.121 -0.102 0.041 0.076

=====

x.
# C3H5N3O

C3H5N3O in the gas phase (ωB97M-V with the def2-TZVPD basis set, the OMol25 dataset).

Calculated values
LUMO level	0.78	eV
E_HOMO	-10.119	eV
SMILES	OCc1nc[nH]n1

Atoms and positions in Å:
O (-2.108, 1.099, -0.157)
C (-1.713, -0.226, 0.165)
C (-0.197, -0.293, 0.144)
N (0.673, -1.042, 0.884)
C (1.850, -0.593, 0.489)
N (1.691, 0.372, -0.430)
N (0.390, 0.574, -0.660)
H (-1.477, 1.354, -0.847)
H (-2.220, -0.752, -0.645)
H (-2.090, -0.501, 1.163)
H (2.829, -0.917, 0.819)
H (2.372, 0.926, -0.925)

Results of the Löwdin charge analysis, in e, for atoms 1 through 8: -0.092 -0.186 -0.333 0.122 -0.172 0.009 0.078 0.059

=====

x takes first place; second place is 73.7 kcal/mol up.

=====

w.
# C3H5N3O

C3H5N3O in the gas phase (ωB97M-V with the def2-TZVPD basis set, the OMol25 dataset).

Calculated values
LUMO level	0.79	eV
E_HOMO	-9.782	eV
SMILES	OCc1nc[nH]n1

Atoms and positions in Å:
O (2.504, -0.030, 0.420)
C (1.289, 0.587, 0.729)
C (0.096, -0.259, 0.484)
N (-1.099, 0.211, 0.929)
C (-1.887, -0.048, -0.086)
N (-1.219, -0.715, -1.047)
N (0.069, -0.873, -0.678)
H (2.344, -0.628, -0.327)
H (0.955, 1.390, 0.016)
H (1.302, 0.944, 1.763)
H (-2.918, 0.255, -0.181)
H (-1.436, -0.833, -2.022)

Results of the Löwdin charge analysis, in e, for atoms 1 through 8: -0.048 -0.229 -0.388 0.121 -0.169 0.014 0.088 0.079

=====

x.
# C3H5N3O

2 unconnected molecules or ions with the total composition C3H5N3O (ωB97M-V with the def2-TZVPD basis set, the OMol25 dataset).

Calculated values
LUMO level	0.50	eV
E_HOMO	-8.629	eV

Atoms and positions in Å:
C (1.885, 0.372, -0.537)
C (0.535, -1.366, 0.735)
C (-1.315, 0.934, 0.694)
N (-2.133, 1.198, -1.525)
N (1.368, -0.189, 0.377)
N (-1.633, 1.146, -0.423)
O (2.432, 1.057, -1.299)
H (-0.583, -1.341, 0.311)
H (1.129, -2.236, 0.427)
H (0.443, -1.359, 1.950)
H (-0.698, 0.875, 1.543)
H (-1.429, 0.908, -2.253)

Results of the Löwdin charge analysis, in e, for atoms 1 through 8: -0.369 -0.119 0.086 0.031 0.040 -0.245 0.152 0.100

=====

w takes first place; second place is 67.6 kcal/mol up.